1.
Computed, not measured: a structure of composition C14H11Cl3O2PdTe, with ωB97M-V with the def2-TZVPD basis set.

LUMO level: 4.706 eV
net charge: -2
HOMO-LUMO gap: 5.3 eV
HOMO: -0.63 eV

The geometry in XYZ format:
```
32
Properties=species:S:1:pos:R:3:forces:R:3
Pd -0.451352 0.398526 -0.905066 0.22 0.39 0.40
Cl -2.190252 3.824264 4.638679 0.00 0.04 0.04
C -2.398495 2.400393 3.617154 -0.01 -0.06 0.02
C -2.861364 1.210700 4.174419 0.01 0.03 -0.07
C -3.027148 0.107903 3.369529 0.02 0.02 0.00
C -2.740833 0.099611 1.957293 -0.09 -0.05 0.00
O -2.898049 -0.953343 1.278532 0.03 0.05 0.02
C -2.282295 1.365980 1.427918 0.02 0.04 -0.05
C -1.999975 1.608996 -0.007962 0.19 -0.16 -0.14
O -2.528349 0.980398 -0.979494 -0.18 0.03 0.05
C -2.115356 2.466258 2.269029 0.03 -0.13 -0.08
H -3.085633 1.162536 5.234337 0.00 0.00 0.01
H -3.378114 -0.828090 3.790337 0.00 0.00 0.00
H -1.604376 2.619171 -0.206293 -0.07 0.08 0.02
H -1.750268 3.395296 1.843041 -0.01 0.01 -0.01
Te 1.953904 1.119258 -0.084634 -0.22 -0.20 -0.20
C 3.265702 -0.097145 -1.219563 0.09 -0.02 -0.01
C 4.654769 0.077418 -1.160228 -0.01 -0.01 0.00
C 5.523965 -0.716426 -1.897657 -0.04 0.01 0.01
C 5.032225 -1.719781 -2.724579 -0.02 0.00 0.00
C 3.655989 -1.910802 -2.796095 0.03 0.04 0.03
C 2.791913 -1.113554 -2.057862 0.02 -0.01 0.00
H 5.057133 0.854782 -0.519264 0.00 -0.01 -0.01
H 6.594636 -0.550864 -1.825331 0.00 0.00 0.00
H 5.708162 -2.341853 -3.300803 0.00 0.00 0.00
H 3.251035 -2.690772 -3.432444 -0.01 0.00 0.00
H 1.721568 -1.273650 -2.119410 0.00 0.00 0.00
Cl -3.784611 -3.266313 -1.843558 -0.06 -0.08 -0.03
C -2.829557 -1.774806 -1.592206 0.00 0.13 0.09
Cl -1.212684 -1.936673 -2.317086 0.02 -0.07 -0.02
H -2.739513 -1.559069 -0.522898 0.04 -0.07 0.01
H -3.332780 -0.958361 -2.087839 -0.01 -0.01 -0.08
```
Positions in Å, forces in eV/Å.



2.
Computed, not measured: a structure of composition C14H11Cl5IN2O2Re, with ωB97M-V with the def2-TZVPD basis set.

LUMO level (alpha / beta): -12.639 / -12.640 eV
net charge: +3
HOMO-LUMO gap (alpha / beta): 4.6 / 4.6 eV
HOMO (alpha / beta): -17.26 / -17.25 eV
multiplicity: 2

The geometry in XYZ format:
```
36
Properties=species:S:1:pos:R:3:forces:R:3
Re 0.391041 -0.426268 -0.074205 0.19 -0.45 -0.24
Cl 0.684444 4.322177 5.034649 0.03 0.30 0.52
C 0.592890 3.511642 3.597868 -0.04 -0.57 -0.45
C 0.537702 2.066299 3.632289 0.06 0.67 0.38
Cl 0.566045 1.199541 5.082764 0.00 -0.03 0.07
C 0.463012 1.444053 2.438566 -0.04 -0.04 -0.90
Cl 0.388350 -0.302436 2.241754 -0.05 -0.10 0.24
C 0.436203 2.114719 1.205423 0.02 0.77 0.81
O 0.366965 1.414481 0.102199 0.02 0.39 -0.52
C 0.493293 3.539627 1.173143 -0.05 -0.85 -0.12
Cl 0.472863 4.302477 -0.317990 -0.01 0.24 -0.27
C 0.570046 4.226851 2.374929 0.03 -0.13 0.43
Cl 0.643789 5.914457 2.386247 0.00 0.09 -0.03
C 1.118015 -2.053065 -1.983549 -0.06 0.04 0.09
N 2.561451 -2.074653 -1.921497 0.08 -0.29 -0.29
C 3.382594 -2.914044 -2.860940 -0.17 0.14 0.10
C 3.111186 -1.350822 -0.995221 -0.16 0.23 0.24
O 2.387199 -0.652025 -0.198444 0.01 -0.20 -0.04
H 0.747356 -2.675858 -2.794399 -0.08 0.00 0.00
H 0.740139 -1.021683 -2.222579 0.03 0.09 -0.13
H 0.672761 -2.487414 -1.050331 0.04 -0.10 0.01
H 2.707584 -3.442751 -3.525504 -0.01 -0.01 -0.01
H 3.960853 -3.632344 -2.287145 0.01 -0.01 0.03
H 4.031530 -2.267230 -3.444434 0.01 0.03 0.00
H 4.192681 -1.327436 -0.887597 0.03 0.02 0.03
I -4.834472 1.807448 -1.866621 -0.19 0.25 -0.15
C -3.782607 0.293533 -0.971201 0.04 -0.17 0.06
C -4.409460 -0.858246 -0.492927 -0.02 -0.07 0.04
C -3.653218 -1.861406 0.102444 -0.12 -0.03 -0.04
C -2.295797 -1.701725 0.214180 0.13 0.11 -0.06
N -1.674289 -0.582419 -0.244611 0.05 -0.17 0.04
C -2.414938 0.400121 -0.829707 0.24 -0.21 0.06
H -5.482942 -0.970763 -0.584269 0.01 0.00 0.00
H -4.116589 -2.762840 0.479088 -0.02 0.01 0.00
H -1.675603 -2.461573 0.674625 0.00 0.02 0.05
H -1.880077 1.269570 -1.187003 0.02 0.03 0.04
```
Positions in Å, forces in eV/Å.



3.
Computed, not measured: a structure of composition C14H11FN2O10PtSe, with ωB97M-V with the def2-TZVPD basis set.

LUMO level (alpha / beta): 3.680 / 3.680 eV
net charge: -2
HOMO-LUMO gap (alpha / beta): 4.7 / 6.4 eV
HOMO (alpha / beta): -0.98 / -2.68 eV
multiplicity: 3
energy relative to the best compared isomer or geometry (same formula, charge and spin): 0.0 kcal per mole

The geometry in XYZ format:
```
40
Properties=species:S:1:pos:R:3:forces:R:3
Pt -3.904138 -0.388894 -1.380107 1.53 0.65 1.08
C 1.784294 1.256299 3.526044 0.31 0.05 -0.41
C 2.338487 0.328083 2.453553 -0.35 -0.33 0.04
C 3.500823 0.954775 1.739571 0.56 0.72 0.15
C 4.097257 0.009941 0.727213 -0.69 -0.10 -1.20
C 2.990965 -0.369260 -0.262684 0.93 -0.07 1.06
C 3.296074 -0.660230 -1.553868 1.42 0.11 -1.09
C 2.304861 -0.921816 -2.489885 0.39 -0.05 -0.66
F 2.672714 -1.052153 -3.811352 -0.17 -0.13 0.81
C 1.007962 -0.981158 -2.113081 -1.06 0.27 0.01
C 0.688668 -0.687271 -0.772028 -0.72 -0.18 -0.23
C -0.760499 -0.664828 -0.423104 0.18 -0.37 -0.21
O -1.536284 -1.053721 -1.288552 -0.72 0.04 -0.05
C -1.055126 -0.252107 0.928156 -0.22 0.04 -0.30
C -0.022104 -0.033730 1.758253 0.74 0.48 0.32
N 1.323584 -0.043279 1.463030 -1.17 -0.18 -0.28
C 1.661839 -0.387814 0.163437 0.36 0.30 -0.01
C -2.458516 -0.063941 1.539753 0.54 -0.57 0.48
O -2.512478 0.146497 2.758540 0.54 0.31 0.51
O -3.434564 -0.219233 0.802683 -1.22 -0.03 -0.93
H 2.635886 1.598134 4.129653 -0.37 -0.18 0.12
H 1.036091 0.733837 4.109805 0.06 0.19 0.40
H 1.322471 2.133774 3.063453 -0.01 -0.10 0.06
H 2.694894 -0.590170 2.928137 0.04 -0.15 0.19
H 4.253771 1.237799 2.487478 -0.15 0.07 -0.13
H 3.119748 1.868160 1.255930 0.30 -0.13 0.02
H 4.468068 -0.888956 1.216979 0.18 -0.07 0.11
H 4.902107 0.452349 0.121842 -0.05 -0.04 0.48
H 4.358760 -0.624128 -1.877598 -0.85 -0.02 0.15
H 0.151012 -1.144578 -2.786713 0.63 0.02 0.29
H -0.299875 0.237705 2.757881 -0.09 0.02 0.29
O -4.676826 2.343383 -1.263026 -0.12 -0.36 0.12
N -3.470460 2.521530 -1.443004 -0.08 -0.50 -0.22
O -3.010950 3.621129 -1.665786 0.52 1.50 -0.09
O -2.656098 1.535796 -1.436407 -0.47 -0.50 0.08
O -6.882736 -1.712013 -3.608120 -1.21 0.45 -0.51
Se -5.400327 -2.045290 -3.139952 0.70 0.28 0.99
O -4.311113 -0.763796 -3.435556 -0.64 -0.67 -0.41
O -5.331078 -1.992254 -1.424422 -0.04 -0.37 -0.97
O -4.887161 -3.438565 -3.756142 0.44 -0.40 -0.05
```
Positions in Å, forces in eV/Å.



Computed molar mass (g mol⁻¹) in order:
551.62; 729.63; 660.28
Computed strongest force on any atom (eV/Å) in order:
0.598; 1.117; 1.982